No. 1
Density functional theory data (the ωB97M-V functional and the def2-TZVPD basis) for 3 unconnected molecules or ions with the total composition C33H25F15N2O12S2.

The geometry in XYZ format:
```
89
Properties=species:S:1:pos:R:3:lowdin_charge:R:1
C 1.8453 0.7051 5.0731 -0.04
C 2.6097 0.3943 3.7833 -0.37
O 2.0005 1.0389 2.6754 -0.03
C 2.6983 -1.1138 3.4799 -0.08
O 1.7502 -1.4989 2.4708 -0.06
C 2.1225 -2.5421 1.7097 -0.18
C 3.1656 -2.4351 0.8008 0.02
C 3.5715 -3.5128 0.0293 -0.01
C 2.8895 -4.7400 0.1086 -0.07
S 3.5266 -5.9445 -1.0889 0.66
O 2.5537 -6.1097 -2.1070 -0.22
O 4.8630 -5.6017 -1.3936 -0.21
F 3.6086 -7.2535 -0.2814 -0.10
C 1.7800 -4.8588 1.0182 0.01
C 0.9861 -6.1800 1.1915 -0.36
F 1.8717 -7.1351 1.5472 0.14
F 0.1179 -6.1195 2.2087 0.09
C 0.1255 -6.6558 -0.0578 -0.54
F 0.0375 -5.6719 -0.9540 0.17
F 0.6355 -7.7506 -0.6019 0.18
F -1.1144 -6.9401 0.3406 0.18
C 1.4121 -3.7308 1.7838 -0.05
S -0.0820 -3.7617 2.8309 0.85
O 0.1590 -4.5432 4.0041 -0.24
O -1.1789 -4.0264 1.9445 -0.24
C -0.5853 -2.0921 3.5327 -0.42
F -1.6847 -2.4632 4.2176 0.12
F 0.2735 -1.6184 4.4345 0.12
C -0.9825 -0.9943 2.4814 -0.35
F -0.4439 0.1676 2.8653 0.16
F -0.5042 -1.3266 1.2598 0.15
C -2.5126 -0.7781 2.3196 -0.35
F -3.1356 -1.9412 2.0932 0.17
F -2.9953 -0.2063 3.4335 0.17
C -2.8564 0.1547 1.1142 -0.54
F -4.1239 0.5690 1.2805 0.17
F -2.0699 1.2304 1.0810 0.17
F -2.7849 -0.4802 -0.0463 0.20
C 4.7725 -2.9371 -0.7716 -0.33
O 5.8203 -3.3903 -1.0629 0.19
N 4.4740 -1.5134 -0.9060 0.02
C 3.4835 -1.2209 -1.9704 -0.14
C 3.9541 -1.8302 -3.2891 -0.16
C 3.3874 -1.1636 -4.5640 -0.19
C 2.1053 -0.3688 -4.3827 -0.29
N 1.0024 -1.2222 -3.8911 0.00
C 3.9749 -1.2237 0.4025 -0.33
O 4.2328 -0.2576 1.0482 0.19
H 2.2688 1.5764 5.5719 0.08
H 0.8155 0.9566 4.8225 0.08
H 1.8558 -0.1304 5.7701 0.08
H 3.6381 0.7444 3.8890 0.14
H 2.4146 1.8955 2.5478 0.11
H 3.7046 -1.3437 3.1477 0.12
H 2.5061 -1.6802 4.3911 0.13
H 2.5031 -1.6383 -1.7196 0.12
H 3.4066 -0.1396 -2.0321 0.13
H 3.7242 -2.8978 -3.2889 0.11
H 5.0417 -1.7592 -3.3123 0.12
H 3.1652 -1.9488 -5.2900 0.11
H 4.1574 -0.5396 -5.0149 0.11
H 1.8484 0.0711 -5.3492 0.11
H 2.2480 0.4642 -3.6943 0.09
H 0.1685 -1.0486 -4.4375 0.06
H 1.2335 -2.1911 -4.0851 0.06
O -6.4089 6.0858 0.4277 0.10
C -5.3345 5.7026 0.8408 -0.40
C -4.8497 4.3273 0.5615 0.02
C -3.6683 3.9062 1.0050 0.03
C -2.7849 4.7992 1.7995 -0.37
O -1.7084 4.4159 2.2030 0.11
C -3.2702 6.1737 2.0799 0.03
C -4.4512 6.5921 1.6348 0.02
H -5.5114 3.6952 -0.0187 0.12
H -3.2983 2.9123 0.8137 0.09
H -2.6085 6.8050 2.6587 0.12
H -4.8250 7.5904 1.8217 0.12
O -5.3317 5.4862 -6.2793 0.11
C -4.8278 5.9299 -5.2713 -0.39
C -5.3239 5.5459 -3.9250 0.03
C -4.7668 6.0367 -2.8217 0.03
C -3.6285 6.9850 -2.8861 -0.38
O -3.1230 7.4250 -1.8753 0.10
C -3.1315 7.3706 -4.2308 0.02
C -3.6871 6.8810 -5.3356 0.02
H -6.1556 4.8533 -3.9008 0.12
H -5.1172 5.7746 -1.8333 0.09
H -2.3007 8.0643 -4.2527 0.12
H -3.3434 7.1451 -6.3276 0.12
```

HOMO level = -9.81 eV
LUMO level = -1.6 eV
total charge = 0
DFT total energy = -4579.076741 Eh


No. 2
Density functional theory data (the ωB97M-V functional and the def2-TZVPD basis) for 2 unconnected molecules or ions with the total composition CH4N3P.

The geometry in XYZ format:
```
9
Properties=species:S:1:pos:R:3:lowdin_charge:R:1
C -1.8048 0.1963 -0.4500 -0.45
N 1.0068 0.5111 1.0894 0.14
N 1.7215 0.1059 0.3394 -0.33
N 2.5555 -0.4871 -0.2582 0.11
P -1.2010 -1.0894 0.4922 0.72
H -2.1728 1.1752 -0.1905 -0.02
H -2.0078 -0.0568 -1.4562 -0.06
H 2.8628 -0.1369 -1.1298 0.06
H -0.9603 -0.2183 1.5638 -0.18
```

HOMO level = -9.24 eV
LUMO level = 0.2 eV
total charge = 0
DFT total energy = -545.979672 Eh
relative energy (zero: lowest compared OMol25 entry of this formula, charge and spin) = 89.54 kcal per mole


No. 3
Density functional theory data (the ωB97M-V functional and the def2-TZVPD basis) for a molecular structure, C37H32AsMnN3OS.

The geometry in XYZ format:
```
76
Properties=species:S:1:pos:R:3:lowdin_charge:R:1
Mn 0.2321 -0.9287 0.3316 0.49
S 2.4002 2.1959 -1.1887 0.51
C 1.4623 2.4693 -2.6167 -0.79
C 1.9341 3.1685 -3.7435 -0.13
C 1.1133 3.4100 -4.8286 -0.11
C -0.2122 2.9784 -4.8370 -0.12
C -0.7058 2.2905 -3.7395 -0.12
C 0.1217 2.0315 -2.6522 -0.42
As -0.4107 1.1241 -1.0345 1.28
C -2.3281 0.9260 -1.4722 -0.38
C -3.3440 1.6996 -0.9256 -0.09
C -4.6707 1.4875 -1.2908 -0.09
C -4.9946 0.5059 -2.2148 -0.11
C -3.9857 -0.2737 -2.7706 -0.10
C -2.6685 -0.0668 -2.3918 -0.15
C -0.5561 2.5695 0.2563 -0.40
C -0.8453 2.2342 1.5749 -0.13
C -1.0082 3.2163 2.5409 -0.09
C -0.8766 4.5518 2.1868 -0.09
C -0.5789 4.8927 0.8742 -0.07
C -0.4204 3.9068 -0.0893 -0.10
H 2.9554 3.5272 -3.7355 0.09
H 1.5015 3.9568 -5.6805 0.10
H -0.8537 3.1775 -5.6855 0.09
H -1.7372 1.9614 -3.7393 0.09
H -3.1043 2.4781 -0.2112 0.10
H -5.4515 2.1018 -0.8592 0.10
H -6.0251 0.3524 -2.5095 0.10
H -4.2285 -1.0373 -3.4998 0.10
H -1.8841 -0.6806 -2.8258 0.10
H -0.9323 1.1858 1.8475 0.06
H -1.2278 2.9460 3.5665 0.10
H -1.0004 5.3253 2.9341 0.10
H -0.4599 5.9332 0.5997 0.10
H -0.1702 4.1726 -1.1094 0.10
C -4.0837 -2.1064 0.7717 0.04
C -2.7190 -1.7346 1.2746 -0.47
O -1.8855 -1.2233 0.5295 -0.04
N -2.4627 -1.9750 2.5745 0.10
C -1.1679 -1.7058 3.1844 -0.10
C -0.1242 -2.7449 2.8581 -0.25
C 0.3929 -3.5829 3.8286 -0.01
C 1.3788 -4.4940 3.4793 -0.04
C 1.7930 -4.5499 2.1612 -0.03
C 1.2188 -3.6800 1.2502 -0.09
N 0.2884 -2.7844 1.5846 0.07
H -4.2788 -1.5610 -0.1488 0.08
H -4.8548 -1.8780 1.5064 0.09
H -4.1083 -3.1771 0.5601 0.10
H -3.1407 -2.5004 3.1005 0.15
H -1.3117 -1.6264 4.2599 0.13
H -0.8131 -0.7400 2.8196 0.09
H 0.0401 -3.5115 4.8489 0.12
H 1.8149 -5.1431 4.2267 0.11
H 2.5622 -5.2379 1.8409 0.11
H 1.5256 -3.6783 0.2129 0.11
C 2.5938 -1.7736 -3.2607 -0.05
C 3.8731 -1.5065 -2.7912 -0.04
C 4.0585 -1.2610 -1.4480 -0.01
C 2.9658 -1.2853 -0.5853 -0.25
N 1.7358 -1.5766 -1.0444 0.01
C 1.5608 -1.7938 -2.3508 -0.12
C 3.0538 -0.9152 0.8425 -0.22
C 4.2601 -0.9932 1.5353 -0.04
C 4.3278 -0.5977 2.8620 -0.10
C 3.1847 -0.1096 3.4808 -0.09
C 1.9816 -0.0574 2.7845 -0.12
C 1.8696 -0.4695 1.4561 -0.15
H 2.3938 -1.9364 -4.3098 0.11
H 4.7072 -1.4457 -3.4776 0.11
H 5.0295 -0.9804 -1.0677 0.11
H 0.5443 -1.9953 -2.6709 0.11
H 5.1481 -1.3753 1.0442 0.10
H 5.2636 -0.6577 3.4023 0.10
H 3.2294 0.2316 4.5088 0.10
H 1.1142 0.3438 3.3052 0.08
```

multiplicity = 2
HOMO level (spin up / spin down) = -5.71 / -5.71 eV
LUMO level (spin up / spin down) = -0.2 / -0.2 eV
⟨S²⟩ = 1.16
total charge = 0
DFT total energy = -5453.569695 Eh


No. 4
Density functional theory data (the ωB97M-V functional and the def2-TZVPD basis) for a molecular structure, C2H2FNO.

The geometry in XYZ format:
```
7
Properties=species:S:1:pos:R:3:lowdin_charge:R:1
C 0.4393 -1.3830 -0.4988 0.17
C 0.8083 -0.1114 0.3294 0.02
N -0.9812 -0.6886 -0.2338 -0.12
O -2.0586 -0.2353 -0.4611 0.14
F -0.3224 1.8759 -0.1426 -0.42
H 0.8077 0.8397 -0.3814 0.08
H 1.3068 -0.2974 1.3883 0.12
```

HOMO level (spin up / spin down) = -9.93 / -10.01 eV
LUMO level (spin up / spin down) = -2.7 / -3.0 eV
total charge = 0
DFT total energy = -306.858234 Eh
relative energy (zero: lowest compared OMol25 entry of this formula, charge and spin) = 244.00 kcal per mole